Entry from the OMol25 dataset: 2 unconnected molecules or ions with the total composition C3H3NO (wB97M-V/def2-TZVPD).

## Properties
highest occupied orbital energy = -9.35 eV
energy above the lowest of the compared OMol25 structures with the same formula, charge and spin = 113.9 kJ/mol
SMILES = C=C=O.C#N
Kohn-Sham gap = 0.3764 Eh

Element x y z (Å)
C -0.53011 -1.46801 0.11951
C -1.14414 -0.31348 0.19808
O -1.67214 0.72970 0.26198
H 0.50025 -1.47248 -0.21719
H -1.04083 -2.37866 0.40124
C 1.31795 1.61812 -0.21434
N 1.97625 0.69049 -0.40827
H 0.68882 2.46573 -0.03105


Entry from the OMol25 dataset: a molecular structure, C6H18N2O7P2Pt (wB97M-V/def2-TZVPD).

## Properties
highest occupied orbital energy (spin up / spin down) = -17.09 / -17.51 eV
multiplicity = 5
energy above the lowest of the compared OMol25 structures with the same formula, charge and spin = 30.4 kJ/mol
net charge = +2
Kohn-Sham gap (spin up / spin down) = 0.4011 / 0.2777 Eh

Element x y z (Å)
Pt 0.78527 0.19445 1.15841
C -1.44297 1.98639 1.62843
N -0.54497 1.70907 0.46936
C 0.36485 2.88844 0.27210
C -1.33831 1.54821 -0.77944
C -2.25814 0.32821 -0.87216
N -1.66242 -0.88804 -1.40187
C -1.87421 -2.13952 -0.72172
C -1.07783 -0.89900 -2.72319
H -2.02882 2.88723 1.43034
H -0.83811 2.15570 2.51964
H -2.11236 1.14629 1.80594
H -0.24032 3.76540 0.03263
H 1.06661 2.67511 -0.53104
H 0.91309 3.08046 1.19423
H -0.64761 1.57216 -1.62196
H -1.97047 2.43715 -0.85610
H -3.04625 0.59226 -1.59038
H -2.74806 0.08598 0.07017
H -2.91916 -2.43866 -0.88955
H -1.71950 -2.01908 0.35118
H -1.21644 -2.89690 -1.13763
H -1.46967 -1.76178 -3.26596
H 0.00490 -1.02767 -2.60881
H -1.30975 0.02075 -3.25225
O 1.70243 -3.63421 -0.06730
P 1.64534 -2.16234 0.38302
O 1.14326 -1.20802 -0.68954
O 0.69698 -1.91090 1.57267
O 3.12884 -1.77963 0.86000
P 3.33171 -0.30296 1.51458
O 4.84277 -0.21236 1.76573
O 2.82087 0.69370 0.45753
O 2.37233 -0.17716 2.68868
H 2.45762 -4.19383 0.16837
H 5.18850 -0.11490 2.66587


Entry from the OMol25 dataset: a single C14H10N4O3 molecule (wB97M-V/def2-TZVPD).

## Properties
highest occupied orbital energy = -8.95 eV
SMILES = O=C(Nn1nnc2ccccc2c1=O)c1ccccc1O
Kohn-Sham gap = 0.3125 Eh

Element x y z (Å)
O -0.20528 -1.77165 -1.30182
C 0.78930 -1.10305 -1.04539
N 0.89522 -0.44619 0.15065
N -0.20996 -0.21313 1.04240
N -0.55540 -1.22400 1.89189
N -1.52542 -1.10823 2.73727
C -2.21070 0.07672 2.92174
C -3.22061 0.13019 3.88961
C -3.91174 1.31489 4.08627
C -3.66961 2.41978 3.29624
C -2.69157 2.36231 2.29673
C -1.91667 1.20675 2.13911
C -0.79870 1.07056 1.15805
O -0.31010 2.07130 0.60545
C 1.81557 -1.00656 -2.09966
C 2.66327 0.12795 -2.05999
C 3.70854 0.23692 -3.00649
C 3.82963 -0.69687 -4.03605
C 2.95475 -1.78949 -4.07229
C 1.96128 -1.93686 -3.13661
O 1.11280 -3.00152 -3.26965
H 1.75521 0.05462 0.28940
H -3.44837 -0.75114 4.47843
H -4.71953 1.36417 4.80666
H -4.24937 3.33044 3.38059
H -2.58967 3.20508 1.63358
H 2.54233 0.94742 -1.34121
H 4.34250 1.12201 -3.04246
H 4.55065 -0.58079 -4.80430
H 3.00240 -2.50609 -4.89236
H 0.30926 -2.90552 -2.69580


Entry from the OMol25 dataset: a molecular structure, C36H25CaI2N9OS2 (wB97M-V/def2-TZVPD).

## Properties
highest occupied orbital energy (spin up / spin down) = -1.20 / -1.18 eV
energy above the lowest of the compared OMol25 structures with the same formula, charge and spin = 0.0 kJ/mol
net charge = -2
Kohn-Sham gap (spin up / spin down) = 0.1713 / 0.1706 Eh

Element x y z (Å)
Ca 9.77616 -13.66878 11.54203
C 13.58291 -17.99836 12.20318
C 12.80898 -18.36288 13.31472
C 12.15003 -17.32677 13.97345
C 12.30187 -16.04153 13.48539
C 11.60219 -14.80546 13.91736
N 10.75412 -14.90384 14.93697
C 9.77569 -14.01429 14.89691
C 9.05410 -13.67697 16.12225
C 9.21606 -13.97618 17.44981
C 8.15245 -13.64266 18.31844
C 7.00221 -12.98735 17.88366
C 6.96204 -12.53072 16.56305
C 7.94966 -12.94973 15.70988
C 8.16226 -12.67232 14.24552
N 7.52729 -11.74540 13.65879
C 8.15875 -11.01318 12.68255
N 9.45363 -11.02553 12.37868
C 9.70367 -9.98942 11.54035
N 10.92373 -9.53003 11.13726
C 11.90996 -10.41194 11.04550
N 11.80327 -11.81661 10.97650
C 13.01888 -12.33617 11.03431
N 13.34263 -13.68382 11.14822
C 12.82101 -14.28772 12.16248
N 12.00771 -13.76733 13.14905
C 13.04442 -15.71771 12.41096
C 13.72705 -16.69552 11.75730
C 14.02205 -11.33325 11.02031
C 15.37730 -11.51855 11.25171
C 16.14808 -10.41285 11.54251
C 15.52445 -9.17566 11.56450
C 14.17456 -8.97328 11.33041
C 13.37191 -10.09845 11.04373
C 8.45029 -9.26134 11.29246
C 8.10963 -8.08623 10.64038
C 6.77265 -7.72167 10.69116
C 5.77702 -8.40601 11.37304
C 6.13230 -9.57609 12.04003
C 7.48530 -9.96544 11.98337
N 9.21081 -13.47155 13.85180
H 14.20330 -18.73752 11.67976
H 12.77687 -19.36130 13.70929
H 11.47921 -17.45514 14.84318
H 10.14733 -14.41740 17.78700
H 8.27895 -13.82849 19.38265
H 6.22006 -12.86488 18.61451
H 6.20369 -11.88537 16.10472
H 14.30595 -16.45058 10.86238
H 15.75530 -12.50060 11.26576
H 17.18772 -10.50962 11.70976
H 16.14180 -8.32524 11.80487
H 13.76388 -7.96462 11.43090
H 8.85269 -7.48016 10.15890
H 6.46141 -6.87025 10.07874
H 4.73570 -8.00600 11.33748
H 5.41179 -10.17276 12.63871
I 8.47746 -12.27343 6.69887
C 8.10692 -14.14196 7.60596
I 6.55850 -14.94240 6.38617
H 7.83631 -13.99282 8.67378
H 8.91034 -14.85091 7.40649
C 5.98308 -19.07529 9.76892
S 4.75673 -20.04957 10.55740
C 3.34053 -18.94630 10.38599
O 5.07788 -20.10012 12.01978
H 6.11311 -18.10617 10.27321
H 5.68933 -18.92402 8.74882
H 6.91349 -19.69386 9.91842
H 3.26442 -18.72148 9.32793
H 3.47715 -18.06025 10.99056
H 2.42717 -19.43493 10.75867
S 10.89594 -17.78086 8.33713
C 10.30773 -16.52328 9.10344
N 9.89585 -15.58947 9.67187
H 7.84936 -13.10291 10.92908